(1)
21
Properties=species:S:1:pos:R:3:forces:R:3 method="wB97M-V/def2-TZVPD" lumo_ev=0.5652 relative_energy_kj_mol=180.5 homo_lumo_gap_ev=8.73 homo_energy_ev=-8.17
C -3.260303 -0.467548 0.732850 -0.5398 0.6131 -0.1129
C -3.443739 0.690839 0.050005 0.1813 0.2483 -0.2024
C -1.289766 -0.405943 -0.230601 -0.8456 1.1641 -0.3383
C 1.359486 1.730006 -0.014511 -0.0008 0.0198 0.1611
C 2.787391 -0.375100 0.189207 0.0231 -0.0403 0.1461
C 0.020106 -0.782323 -0.657580 3.4197 1.0269 1.1588
C 1.494050 0.319396 0.444785 -2.5006 -1.8011 -1.3919
N -2.061347 -1.060348 0.565728 0.5260 -0.7451 0.2250
S -2.033269 1.079131 -0.863690 -0.0934 -0.8279 0.4809
S 0.473496 -2.493657 -0.384830 0.2429 0.2695 0.0347
H -3.987620 -0.941890 1.366132 -0.1903 0.0032 0.1206
H -4.295270 1.342439 0.009160 -0.2039 -0.0039 0.1079
H 0.320112 2.052827 -0.018063 -0.0150 0.0707 0.0091
H 1.894479 2.378049 0.685224 0.0580 0.0994 -0.0455
H 1.785160 1.867690 -1.004247 0.0504 0.0538 -0.1534
H 2.733335 -1.425175 0.467145 0.1042 -0.0212 0.0018
H 3.085498 -0.298132 -0.852893 0.0532 0.0073 -0.1280
H 3.561789 0.091348 0.803775 0.1202 0.0256 -0.0050
H 0.308045 -0.424409 -1.639818 -0.1380 0.0259 -0.0631
H 1.083107 0.136001 1.432226 -0.0037 0.0110 0.0821
H -0.534738 -3.013206 -1.080011 -0.2478 -0.1990 -0.0875


(2)
24
Properties=species:S:1:pos:R:3:forces:R:3 method="wB97M-V/def2-TZVPD" charge=+1 lumo_ev="-7.0136 / -8.4975" relative_energy_kj_mol=682.7 homo_lumo_gap_ev="6.61 / 5.31" spin_multiplicity=3 homo_energy_ev="-13.62 / -13.81"
C 4.394333 0.740348 -0.075760 -6.5577 0.5983 1.7515
C 1.796340 0.782292 0.263378 1.5317 0.1860 0.5557
C 1.140834 1.906029 0.331236 -2.8821 -2.4350 -0.7197
C 0.089285 -0.663800 -0.341461 -0.8104 -1.9912 -0.7811
C 1.377059 -0.585106 0.074239 -1.8479 3.8394 0.2797
C -0.372850 1.835672 0.176134 -2.1324 -2.0303 2.4963
C -0.971038 0.428429 -0.383035 2.1531 1.0572 2.0670
C -3.036779 -1.075407 -0.267704 0.4492 -1.6719 -1.2586
C -2.255976 -0.013104 0.415698 3.1663 0.2553 1.1871
N 5.450637 0.626785 -0.391419 5.8073 -0.6392 -1.6783
N 1.968362 -2.786400 0.263822 -0.6383 2.2090 -0.2531
N 2.213475 -1.612446 0.305644 -0.9653 -4.8797 -0.5274
H 3.091636 0.781707 0.154183 1.5171 0.3882 0.0020
H 1.496871 2.853218 0.255740 1.6731 2.4979 0.1990
H -0.125893 -1.682431 -0.724973 -0.7968 0.6349 0.1925
H -1.000083 2.024632 1.159465 1.7594 -0.1898 -1.4660
H -0.768786 2.564879 -0.480799 0.1132 1.0224 -0.7216
H -1.170368 0.688846 -1.379654 -0.6205 -0.4150 -1.7450
H -3.434769 -0.845085 -1.278574 0.0499 0.5411 0.7831
H -3.835728 -1.253666 0.423503 -0.7320 -0.8661 -0.0807
H -2.440970 -2.029387 -0.516236 -0.8280 1.2053 0.9749
H -1.747430 -0.376390 1.437171 -1.7056 0.6739 -1.8291
H -2.843039 0.900047 0.617893 0.2438 -0.4672 -0.0457
H 0.984884 -3.209667 -0.038487 2.0530 0.4766 0.6175


(3)
8
Properties=species:S:1:pos:R:3:forces:R:3 method="wB97M-V/def2-TZVPD" lumo_ev="-3.3795 / -1.2791" relative_energy_kj_mol=567.6 homo_lumo_gap_ev="5.35 / 9.29" homo_energy_ev="-8.72 / -10.57"
C -0.549904 -0.090368 0.004091 0.3176 0.7243 1.1337
C -0.078657 -1.034040 0.682254 0.7249 -1.9062 -0.2043
C -0.449021 1.363925 -0.150923 1.3365 2.0311 2.7463
O -0.883605 0.476959 -1.150221 -0.5335 0.0942 -1.8022
Cl 1.877413 -2.913675 -1.085556 -0.5394 0.4032 0.3741
H 0.491428 -1.596704 1.395948 -0.3524 0.2200 0.0160
H -1.046891 2.179322 0.375092 -0.0678 -1.6169 -1.1999
H 0.639237 1.614582 -0.070686 -0.8860 0.0503 -1.0637


(4)
27
Properties=species:S:1:pos:R:3:forces:R:3 method="wB97M-V/def2-TZVPD" charge=+2 lumo_ev="-6.1283 / -10.5240" relative_energy_kj_mol=0.0 homo_lumo_gap_ev="11.51 / 7.10" spin_multiplicity=2 homo_energy_ev="-17.64 / -17.63"
Br 1.353242 0.822927 -0.714480 0.0615 0.0079 -0.0726
C 1.802211 -3.019936 -4.870076 -1.2639 0.0251 0.1535
C 1.643503 -2.954653 -3.389693 2.8782 -1.8535 0.4222
O 2.385613 -3.552221 -2.649452 -2.0892 1.3590 -0.3758
N 0.670240 -1.949115 -2.815692 -0.6009 -0.8842 0.4783
H 1.219185 -1.193370 -2.431489 0.5630 0.2069 1.0364
H 0.227346 -1.438683 -3.566303 -1.0043 -0.3720 -0.5133
C -0.263405 -2.543551 -1.744574 -0.2489 0.4831 0.4167
H 0.867739 -2.837753 -5.400812 0.0084 0.2222 -0.0797
H 2.112229 -4.034442 -5.120596 0.4539 0.3135 -0.0224
H 2.522830 -2.236755 -5.105519 0.2144 -0.2010 -0.3925
H -0.900529 -3.380423 -2.030630 0.4366 0.1024 -0.9785
H -0.944350 -1.758777 -1.415117 0.2853 0.1174 -0.0506
H 0.318117 -2.913438 -0.900114 0.3616 0.3353 -0.2819
C -2.737554 3.440949 3.231739 0.8080 -0.1406 -0.5635
C -1.270061 3.321600 3.644608 -2.4207 1.5460 1.4957
O -0.673777 4.134839 4.280191 0.2727 -1.8504 -1.3388
N -0.724865 1.898119 3.425622 1.9150 1.4503 0.0052
H -0.721627 1.422165 4.316441 -0.0720 -0.0543 0.6987
H -1.237272 1.300805 2.792562 -0.7786 0.2472 -0.2362
C 0.711579 1.851204 2.878185 -0.8375 -1.3028 0.1922
H -2.837332 3.263719 2.160886 0.0784 0.2357 -0.2369
H -3.120478 4.429627 3.484668 0.1334 -0.1925 0.0299
H -3.353530 2.650514 3.660560 0.1382 -0.0040 0.4627
H 0.767502 0.766930 2.974732 1.2612 -0.0332 -0.7505
H 1.508829 2.314160 3.459689 -0.6840 0.3146 0.2564
H 0.674613 2.195559 1.844664 0.1303 -0.0781 0.2452


(5)
105
Properties=species:S:1:pos:R:3:forces:R:3 method="wB97M-V/def2-TZVPD" lumo_ev="0.6578 / 0.3776" homo_lumo_gap_ev="6.59 / 6.72" spin_multiplicity=2 homo_energy_ev="-5.93 / -6.34"
Cu -1.925207 -0.035283 0.528287 -1.5820 1.6062 0.0136
C -1.392818 0.463970 5.669662 0.3033 0.1154 0.1795
C -2.278412 0.326368 4.436978 -0.5902 -0.0970 0.4398
C -3.022171 -1.012396 4.479767 -0.1594 -0.1985 -0.2406
P -1.475274 0.581494 2.804021 0.9028 -0.1886 -0.9370
C -0.538620 2.162375 2.929356 0.3534 0.5797 0.0815
C -1.487907 3.345270 3.143207 -0.2630 -0.0173 0.2650
C 0.280876 2.411454 1.656761 0.2169 0.4766 0.8285
C -0.175154 -0.726617 2.683699 0.6916 0.2203 1.0716
C 0.971989 -0.672729 3.501171 -0.5013 -0.3793 -0.6238
C 2.007932 -1.594218 3.362501 -0.0754 -0.2371 0.2696
C 1.927575 -2.565152 2.376508 -1.2818 -0.3583 0.6273
C 0.802312 -2.627664 1.551842 -0.1351 -0.7860 0.7452
C -0.296947 -1.756147 1.700973 0.2729 -0.5800 0.6592
N -1.398065 -1.775786 0.909062 0.6064 -1.1434 0.7127
C -1.822791 -2.824828 0.164733 -0.4185 -0.5253 -0.6001
C -1.742761 -4.164735 0.595626 0.0515 -0.6330 -0.1588
C -2.235337 -5.223978 -0.168916 0.2421 0.7684 0.3971
C -2.865385 -4.967718 -1.377149 -0.1747 0.1527 -0.3556
C -3.021921 -3.650301 -1.807797 0.3410 -0.0058 0.7409
C -2.519800 -2.570069 -1.055153 -0.2489 -0.2510 -0.7079
P -2.821944 -0.810167 -1.562191 -0.1976 -0.5006 0.9321
C -3.034255 -0.857381 -3.402270 0.3008 0.1444 -0.5177
C -1.721656 -1.248197 -4.090301 0.1642 -0.3184 0.0451
C -3.491155 0.495565 -3.956576 -0.3310 0.1637 0.1574
C -4.555566 -0.505641 -0.952779 -0.5378 0.2425 0.1983
C -4.737493 0.992532 -0.668056 -0.2434 0.3282 -0.2686
C -4.940154 -1.274681 0.312838 -1.7964 -1.2793 -1.1771
H -2.006369 0.440400 6.578070 -0.0131 -0.0147 -0.1629
H -0.843963 1.410012 5.683395 0.0007 -0.0733 -0.0106
H -0.671893 -0.354295 5.754880 -0.0640 0.0629 -0.1210
H -3.044207 1.108993 4.510110 0.0703 0.0330 -0.1938
H -2.333423 -1.863611 4.437190 -0.0048 0.1575 -0.0479
H -3.727353 -1.108786 3.646675 0.1318 -0.0045 0.0629
H -3.599569 -1.101344 5.407032 0.1241 0.0825 -0.0758
H 0.155648 2.134563 3.774463 0.0066 -0.0799 0.0575
H -2.216431 3.435527 2.328688 0.1071 -0.0891 0.0537
H -0.926519 4.285197 3.191971 -0.0109 -0.1654 -0.0390
H -2.044358 3.253580 4.081822 -0.0091 0.0324 -0.0862
H -0.355368 2.456221 0.764849 0.0603 0.2310 0.4905
H 1.028494 1.628141 1.492244 -0.2375 0.4948 0.4137
H 0.822095 3.361718 1.727176 -0.1349 0.0961 0.1586
H 1.080482 0.104949 4.247871 -0.1049 0.0556 -0.0435
H 2.881288 -1.533564 4.000797 -0.0356 0.0157 0.0079
H 2.738120 -3.269265 2.226721 -0.0878 -0.0009 0.0039
H 0.791843 -3.366418 0.753346 -0.1361 0.1270 0.1158
H -1.299744 -4.382852 1.564981 0.0112 0.1161 -0.1646
H -2.135503 -6.238800 0.198734 -0.0292 0.0416 -0.0053
H -3.259532 -5.784411 -1.971106 0.0161 0.0620 -0.0042
H -3.562822 -3.483021 -2.729607 0.0184 0.1332 -0.0507
H -3.803815 -1.586762 -3.673517 0.0132 -0.0849 0.1650
H -0.924661 -0.524979 -3.880796 -0.1460 -0.0737 0.0439
H -1.855544 -1.287990 -5.177354 -0.0504 0.0646 0.1189
H -1.366936 -2.234287 -3.774054 -0.0256 0.1349 0.0462
H -2.823479 1.310624 -3.655220 -0.0272 -0.1068 0.0213
H -4.503620 0.742706 -3.621877 0.1350 0.0450 0.0114
H -3.521405 0.475534 -5.051935 0.0823 -0.0962 0.1291
H -5.256128 -0.801456 -1.742231 0.0320 -0.0351 -0.0151
H -4.088578 1.325759 0.151183 -0.1049 -0.1258 -0.1475
H -5.772197 1.205423 -0.376543 0.0464 -0.0727 -0.0287
H -4.511246 1.616443 -1.537166 0.0315 -0.0483 0.0494
H -4.264265 -1.058563 1.146219 -0.5639 -0.5949 0.2616
H -4.949445 -2.356379 0.148040 0.1591 0.0443 0.0377
H -5.952095 -1.001872 0.634427 0.0639 0.1634 -0.0718
C 3.086799 3.826038 -1.502452 0.3646 0.1813 0.1245
C 1.930719 4.225340 -2.411731 -0.1648 0.2053 0.0483
C 0.755487 3.230447 -2.427275 -0.2113 0.4846 -0.2949
C 1.016563 1.906516 -3.175623 -0.6804 0.0870 0.3986
N 1.951506 0.990005 -2.500275 -0.1458 -0.1080 0.4834
C 1.773440 0.326397 -1.321360 -1.3993 -0.1842 0.4650
Se 0.334460 0.461950 -0.327147 -0.1809 -0.5681 -1.0219
N 2.830639 -0.484415 -1.022922 -0.7460 0.5139 0.1107
C 2.984365 -1.383610 0.134780 0.4799 0.2823 -0.1684
C 4.184714 -1.052948 1.049513 0.0633 -0.0987 0.3327
C 4.066860 0.242598 1.870456 0.2128 0.0915 0.1676
C 4.151343 1.517296 1.040905 0.0373 0.3521 0.0345
C 3.683067 -0.330404 -2.060774 2.5862 -1.3829 -0.3596
C 4.912091 -0.956299 -2.295036 0.2101 0.4446 -0.8784
C 5.605744 -0.626496 -3.471906 -0.7515 0.3247 0.1868
C 5.065202 0.302368 -4.384944 -0.4428 -0.1638 0.6695
C 3.821531 0.907328 -4.134929 0.7896 -0.5744 0.2240
C 3.151251 0.563588 -2.955172 1.4631 0.8191 -2.6805
H 3.854392 4.628212 -1.512737 -0.3541 -0.4821 0.1163
H 3.574068 2.896635 -1.841533 -0.1505 0.3499 0.2945
H 2.720090 3.706719 -0.462215 0.2990 -0.0564 -0.5262
H 2.299367 4.391994 -3.447014 -0.2277 -0.0202 0.4817
H 1.543245 5.194198 -2.027179 0.1403 -0.4533 -0.4303
H -0.060375 3.735657 -2.989652 0.2498 -0.4133 0.3209
H 0.379822 3.060430 -1.398929 0.2580 -0.0777 -0.5890
H 1.371255 2.161728 -4.193990 0.1826 -0.4634 0.6375
H 0.051087 1.370587 -3.301160 0.5512 0.2336 0.1898
H 3.113237 -2.416200 -0.255347 -0.1601 0.5272 0.0606
H 2.070534 -1.387089 0.763426 0.8488 0.7033 -1.3996
H 5.140586 -1.052167 0.492287 -0.4075 0.0171 0.1886
H 4.242909 -1.881159 1.789366 0.1161 0.3965 -0.6484
H 4.918663 0.262789 2.584882 -0.5278 -0.1312 -0.1997
H 3.124442 0.235857 2.459754 0.7079 0.0361 -0.4468
H 5.092393 1.537120 0.451272 -0.5577 0.0959 0.2051
H 4.133682 2.398488 1.716104 0.0691 -0.3796 -0.4595
H 3.286755 1.600504 0.366651 0.3681 0.0862 0.1564
H 5.328411 -1.679907 -1.611014 -0.0703 -0.0085 0.0842
H 6.560046 -1.092118 -3.681217 -0.0356 0.0058 0.0191
H 5.609022 0.546319 -5.288317 -0.0294 0.0054 0.0292
H 3.414986 1.612232 -4.845239 -0.0794 0.0311 0.0382
H -3.441789 -0.369002 1.102414 2.0906 1.4648 0.2776


(6)
78
Properties=species:S:1:pos:R:3:forces:R:3 method="wB97M-V/def2-TZVPD" charge=+1 lumo_ev=-3.3362 relative_energy_kj_mol=196.2 homo_lumo_gap_ev=6.42 homo_energy_ev=-9.75
Pd 0.115102 0.103279 -0.330256 0.5230 -1.1380 -0.1286
O 2.145900 0.238557 4.895334 0.0253 -0.0147 -0.0897
C 0.796425 0.167442 5.108575 -0.2270 0.0232 0.0315
C 0.261293 0.054001 6.387029 0.1182 -0.0059 0.0651
C -1.110601 0.005494 6.567397 0.0173 0.0302 -0.0133
C -1.959499 0.086375 5.472674 -0.0693 -0.0038 -0.0574
C -1.420272 0.181921 4.200092 -0.0004 0.0392 0.0471
C -0.046870 0.210519 4.000702 0.1583 -0.1786 -0.1705
C 0.511908 0.196658 2.585998 0.3003 0.2296 0.2701
O -0.281970 -0.544270 1.749992 -0.0290 0.1429 -0.9714
N 0.657377 1.616871 2.158548 -0.1518 -0.0198 0.3136
N 0.875547 1.857197 0.881457 0.3614 0.7376 0.0048
C 1.267727 2.980140 0.419324 0.0010 -0.0790 0.7485
C 1.284099 3.308233 -0.993234 -0.0046 0.0257 -0.2836
Br 0.432874 2.047235 -2.178572 0.2081 -0.1375 0.0232
C 1.824418 4.434379 -1.467268 -0.0258 -0.2497 0.0361
C 1.975791 4.914390 -2.842946 0.1124 0.0636 -0.1705
C 0.983880 4.821416 -3.818889 -0.0154 0.0557 0.0528
C 1.229703 5.261566 -5.110093 -0.0053 -0.0121 -0.0126
C 2.463836 5.797315 -5.444985 0.0236 0.0083 -0.0476
C 3.450203 5.918014 -4.476455 0.0003 0.0241 0.0125
C 3.201261 5.497236 -3.182308 -0.0680 -0.0895 0.0011
H 2.603421 0.226059 5.741552 0.0237 -0.0059 0.0387
H 0.929900 0.000274 7.240113 -0.0248 0.0110 0.0091
H -1.515207 -0.090015 7.566309 0.0107 0.0196 0.0049
H -3.032636 0.070071 5.608039 0.0087 -0.0001 0.0185
H -2.056158 0.241594 3.326430 -0.0354 -0.0002 -0.0069
H 1.543531 -0.208293 2.638941 -0.1451 -0.0683 -0.0775
H 0.988644 2.273299 2.856440 0.0926 0.0080 -0.0326
H 1.576709 3.780803 1.093527 -0.0659 0.1052 -0.0515
H 2.313460 5.047473 -0.714626 -0.0388 -0.0254 0.0582
H 0.003919 4.443031 -3.563349 0.0123 -0.0289 0.0029
H 0.452747 5.184992 -5.859357 -0.0124 0.0237 0.0116
H 2.654228 6.132625 -6.455916 -0.0073 -0.0045 -0.0001
H 4.413023 6.342258 -4.728267 -0.0111 0.0203 -0.0020
H 3.969711 5.594461 -2.424847 0.0027 0.0051 0.0000
C 0.138815 -4.160544 2.362599 -0.1528 -0.0836 0.3193
N 0.744029 -3.802396 1.057452 -0.0413 0.0609 0.0003
C -0.314136 -3.539438 0.049217 -0.2626 0.0079 -0.2205
C 1.619748 -2.584448 1.232530 0.4431 0.3142 -0.1192
C 2.324149 -2.164497 -0.026703 -0.3801 -0.1424 0.2531
C 3.539699 -2.774679 -0.338938 -0.0284 0.0328 -0.0954
C 4.279060 -2.361820 -1.432409 0.0474 -0.0465 -0.0084
C 3.783268 -1.342490 -2.230038 -0.0497 -0.1355 0.0259
C 2.557999 -0.756496 -1.938193 -0.2161 0.0201 -0.2420
C 1.801370 -1.151412 -0.836737 -0.8650 1.2310 0.5568
H -0.523198 -5.015983 2.249212 0.0431 -0.0140 -0.0877
H -0.427307 -3.300681 2.718885 0.0352 0.0464 -0.0724
H 0.917270 -4.393715 3.085071 0.0724 0.0157 -0.0863
H 1.323712 -4.573918 0.727336 -0.0098 -0.0254 -0.0112
H -0.844460 -2.636689 0.350641 0.1319 -0.0568 0.0217
H -1.002395 -4.380791 0.002330 0.0835 -0.0619 0.0590
H 0.137682 -3.374857 -0.924432 0.0676 0.0211 0.0359
H 2.339359 -2.809029 2.019800 -0.0565 -0.1991 0.0073
H 0.933991 -1.794522 1.554540 -0.0063 -0.2515 0.0251
H 3.920087 -3.562356 0.304994 0.0279 0.0470 0.0236
H 5.235474 -2.818173 -1.649911 -0.0091 0.0012 -0.0090
H 4.351405 -0.996734 -3.084078 -0.0231 0.0054 -0.0074
H 2.200593 0.012632 -2.609826 0.0173 0.0434 0.1232
C -3.526984 1.060535 -2.727731 -0.0395 0.0925 -0.1137
N -3.354777 0.040241 -1.718135 0.2773 -0.1121 0.2084
C -2.748057 0.208425 -0.517163 -0.6882 -0.2027 0.1805
Se -2.274856 1.767568 0.314660 0.6228 -0.1460 -0.3267
N -2.769653 -0.997441 0.114188 -0.2553 0.0928 -0.1076
C -3.485601 -1.919909 -0.632928 -0.0445 0.1168 -0.1743
C -3.909654 -3.213661 -0.381690 0.0255 -0.0552 0.0420
C -4.695575 -3.822813 -1.349569 0.0459 -0.0382 0.0154
C -5.016664 -3.174614 -2.541338 -0.0147 0.0030 -0.0675
C -4.584910 -1.882824 -2.799371 0.0544 0.0825 0.0076
C -3.835361 -1.260597 -1.814596 -0.0147 -0.2013 0.0207
H -3.144937 1.999857 -2.337142 0.0080 -0.0118 0.0465
H -4.584517 1.173394 -2.966189 0.0106 -0.0105 0.0058
H -2.976251 0.790528 -3.629617 -0.0302 -0.0110 0.0037
H -2.412232 -1.082496 1.054906 0.1126 0.0675 0.1057
H -3.674024 -3.720883 0.544819 -0.0122 0.0275 0.0290
H -5.081540 -4.816967 -1.170404 0.0433 -0.0190 -0.0065
H -5.627484 -3.684487 -3.273572 0.0088 -0.0004 0.0016
H -4.836561 -1.373423 -3.719575 -0.0412 -0.0157 0.0033